C63H50AgF9N5P3SSi | ωB97M-V with the def2-TZVPD basis set

E_LUMO, eV: 0.2
E_HOMO, eV: -6.13
Net charge: 0
Frontier orbital gap, eV: 6.37
Energy relative to the best compared isomer or geometry (same formula, charge and spin), kcal/mol: 7.46

Geometry as XYZ:
```
133
C63H50AgF9N5P3SSi (ωB97M-V with the def2-TZVPD basis set)
Ag 0.2311 -0.3850 -0.3711
S -2.3834 -3.4139 -3.5900
P -0.7675 2.1558 -2.3149
P -1.1223 -2.1950 1.2870
P 2.8996 0.4027 1.1108
Si -0.1910 1.6560 0.9042
F -7.2104 -0.9961 4.0225
F -1.3977 -8.8439 -0.0957
F 2.2746 -1.6357 7.1247
F -1.3337 -7.9382 -2.0465
F -7.5214 -0.3690 1.9855
F 2.1098 -3.7697 6.9196
F -6.6431 0.9891 3.4033
F 3.7251 -2.7204 5.9529
F -3.2227 -8.2002 -1.0486
N -1.1828 -1.7072 -1.9991
N 1.7146 -0.7636 -2.1673
N 2.4978 2.6448 -2.9312
N 3.1879 2.4839 -5.1219
N 2.5192 0.5871 -4.0692
C -4.8469 -2.0334 3.0708
C 2.0590 -0.0508 -3.0160
C 2.4231 -2.6435 6.2515
C 1.2507 -2.4313 2.6637
C -2.0243 2.7273 -1.0922
C -0.4773 -4.9522 1.0504
C 0.1915 -2.2702 5.2122
C -2.7850 0.0850 -2.8864
C -1.9384 -7.8728 -0.8466
C 2.3676 4.9939 0.7693
C 5.0043 0.1307 5.2432
C -0.0555 5.9440 -3.6355
C -3.8084 3.7879 0.7575
C -0.1118 4.7568 -2.9237
C -3.4088 -2.0249 -3.0429
C 1.3776 2.7631 0.8122
C -4.5024 0.0035 1.8284
C -1.3710 4.9477 -5.3729
C -0.4376 1.5779 2.7869
C -1.4335 3.7623 -4.6496
C -1.0538 0.6268 -4.5391
C 5.5757 -0.5070 4.1529
C -0.6438 -2.1848 4.1113
C -0.6529 -6.2229 0.5261
C 2.0917 -2.5396 3.7609
C 2.6726 2.2299 0.9802
C 3.7711 3.0846 1.1151
C 5.8463 0.3146 -1.8420
C -1.7859 -6.5153 -0.2191
C -2.8148 -0.8995 -5.2807
C -1.6582 -0.2901 -5.5147
C -4.1333 3.7967 -0.5906
C -6.6656 -0.2957 3.0198
C -0.1268 -2.2940 2.8227
C -1.4295 -3.9552 0.8421
C -0.8044 3.6478 -3.4152
C 5.2936 -1.9235 -1.1916
C 1.2634 4.1574 0.7110
C -3.5182 -0.7784 -3.9689
C 3.6308 4.4559 0.9899
C -2.5985 3.2483 1.1767
C 2.7216 1.8832 -4.0057
C -5.2943 -0.7901 2.6439
C -2.7803 -1.6908 1.8714
C 4.9932 -0.4113 2.8952
C -3.5943 -2.4807 2.6820
C -2.7461 -5.5389 -0.4308
C -3.2321 3.2790 -1.5092
C -1.6826 2.6899 0.2768
C 4.9469 0.8123 -0.9064
C -0.6830 6.0419 -4.8717
C -2.5648 -4.2710 0.0956
C -1.0111 -2.7230 -2.7276
C 1.5551 -2.4713 5.0357
C 3.8306 0.3301 2.7045
C 3.2689 0.9749 3.8095
C -3.2501 -0.4505 1.4447
C 4.2069 -0.0480 -0.1018
C -1.5943 0.8832 -3.3436
C 6.0305 -1.0514 -1.9823
C 3.8452 0.8746 5.0654
C 4.3819 -1.4226 -0.2781
C -2.5432 -1.2071 -2.0382
H 0.4775 6.7932 -3.2270
H -0.2178 -2.1883 6.2105
H 3.7746 -2.1129 0.2982
H -3.3211 -3.5160 -0.0845
H 5.4108 -2.9931 -1.3057
H -1.7043 -2.0276 4.2674
H 2.2413 6.0667 0.6840
H 3.4801 3.4438 -5.1132
H -0.2776 2.5480 3.2657
H 6.4815 -1.0859 4.2776
H -0.0453 -3.2091 -2.8034
H -4.8568 0.9670 1.4855
H 4.7476 2.6680 1.3333
H -0.1633 1.1622 -4.8538
H 5.4685 -0.9082 2.0579
H -3.2722 -1.5266 -6.0366
H -1.8670 5.0138 -6.3327
H -1.4374 1.2277 3.0531
H -3.4838 0.7282 -2.3496
H -2.9263 -1.1305 -1.0197
H -3.4653 3.3241 -2.5688
H -2.3671 3.2499 2.2346
H 0.0915 -6.9881 0.7001
H -1.9745 2.9190 -5.0612
H 6.7326 -1.4360 -2.7101
H -4.5596 -0.4905 -4.1306
H -5.4732 -2.6464 3.7032
H 3.3877 1.3792 5.9064
H -4.3555 -2.4062 -2.6681
H 6.4053 1.0029 -2.4634
H 1.9285 2.2688 -2.1880
H -5.0734 4.2158 -0.9255
H 1.6752 -2.4337 1.6649
H 4.4940 5.1021 1.0863
H 5.4544 0.0462 6.2233
H -3.6288 -5.7651 -1.0125
H 3.1581 -2.6546 3.6252
H 3.4926 1.8877 -5.8704
H -4.4962 4.2046 1.4836
H 2.5175 3.6492 -2.9976
H 0.4081 -4.7460 1.6340
H 2.3706 1.5687 3.6860
H -2.6371 0.1548 0.7904
H -3.2503 -3.4549 3.0086
H -1.1607 -0.4178 -6.4678
H 4.8128 1.8805 -0.8298
H 0.2765 4.5947 0.6012
H -0.6381 6.9638 -5.4360
H 0.3738 4.6902 -1.9552
H 0.2708 0.8656 3.2185
```

Atomic partial charges in e from the Mulliken method, atoms 1 to 99: 2.48 -0.31 0.85 1.28 1.42 0.59 -0.29 -0.28 -0.27 -0.26 -0.26 -0.28 -0.26 -0.26 -0.28 0.77 -0.62 0.33 -0.38 -0.83 -1.11 0.61 0.74 -0.89 0.28 -0.78 -1.26 -0.62 0.89 -0.78 -0.65 -0.68 -0.92 -1.00 -0.03 -0.05 -0.60 -0.67 -0.98 -0.41 -0.45 -0.59 -0.60 -1.10 -0.69 -0.04 -0.60 -0.54 0.07 -1.33 -0.79 -0.97 0.80 0.85 0.23 0.97 -0.62 -0.02 -0.24 -0.91 -0.51 0.66 0.25 -0.67 -0.61 0.27 -0.91 -0.43 0.68 -0.67 -0.60 -0.34 -0.84 0.34 0.47 -0.39 0.51 0.62 0.03 -0.75 -0.71 -0.66 0.10 0.46 0.46 0.29 0.35 0.45 0.36 0.43 0.20 0.56 0.41 0.40 0.47 0.58 0.52 0.37 0.39